No. 1
Molecular formula: C46H129N9O14
Method: DFT, the ωB97M-V functional and the def2-TZVPD basis

XYZ file:
```
198
Properties=species:S:1:pos:R:3:forces:R:3
C 6.333332 8.157914 5.690272 1.555 0.566 -0.601
C 5.443239 9.110572 6.463033 0.240 -0.560 -0.159
C 5.942274 10.602560 6.512543 1.583 -1.094 0.617
O 7.341573 10.608818 6.975011 -0.443 -0.142 0.067
C 8.171004 11.690873 6.595574 -0.086 0.333 -0.730
N 4.089309 8.962532 5.930187 -0.113 1.178 1.089
H 7.367607 8.207714 6.030709 0.120 0.093 0.034
H 6.335127 8.466086 4.644750 0.086 0.012 -0.243
H 6.081657 7.097376 5.687953 -0.589 0.134 0.384
H 5.421305 8.695585 7.470704 -0.104 0.517 0.355
H 5.381354 11.134327 7.281110 -0.368 0.224 -0.459
H 5.947944 11.067628 5.526756 -0.487 0.104 -0.084
H 9.192639 11.585418 6.960602 -0.188 -0.648 0.247
H 7.893347 12.699689 6.901029 -0.726 -0.031 0.550
H 8.253311 11.784741 5.512748 -0.058 -0.295 -0.368
H 3.806635 8.018120 6.149927 -0.336 0.080 -0.617
H 4.044324 9.211314 4.952345 -0.086 -0.474 -0.083
C 3.041206 -8.509525 -9.414860 -0.743 0.063 1.906
C 3.365358 -7.737843 -8.063103 -0.341 -2.259 -1.065
C 2.452007 -8.226209 -6.885522 0.812 0.467 -0.576
O 1.107710 -8.209025 -7.298679 -0.366 0.015 -0.363
C 0.487490 -6.958023 -7.113018 -0.202 0.497 1.077
N 4.809917 -8.107320 -7.933117 -0.807 1.464 0.063
H 3.193587 -9.548207 -9.121540 0.395 -0.309 -0.655
H 3.705701 -8.144390 -10.197950 -0.164 -0.275 0.099
H 1.981599 -8.476332 -9.668284 0.090 0.384 -0.209
H 2.990260 -6.737635 -8.279878 1.412 0.627 0.297
H 2.587280 -7.600969 -6.002983 0.049 0.525 0.084
H 2.739167 -9.203601 -6.497782 -0.209 -0.450 -0.582
H -0.493161 -6.882237 -7.582777 0.144 -0.530 -0.133
H 1.036753 -6.059609 -7.394559 0.535 -0.221 -0.651
H 0.363814 -6.802752 -6.041253 -0.370 -0.040 0.332
H 5.388308 -7.640481 -7.249288 -0.329 -0.029 0.229
H 4.872159 -9.112489 -7.856563 0.095 0.074 0.147
C -5.045397 -1.831737 -11.161717 0.004 -1.293 -1.014
C -6.264885 -2.551479 -11.859201 1.573 1.346 0.068
C -6.007277 -4.020411 -12.267697 -0.955 0.804 0.993
O -4.946551 -4.155774 -13.134826 0.303 0.937 -0.553
C -4.426266 -5.442182 -13.244811 0.799 0.108 0.135
N -7.390113 -2.378779 -10.966033 -0.496 -1.073 0.043
H -5.118091 -0.758110 -11.335343 -0.104 -0.089 0.540
H -4.095884 -2.159756 -11.584697 -0.026 0.021 -0.456
H -4.936663 -2.141599 -10.122369 -0.468 0.414 0.251
H -6.498974 -1.905653 -12.705481 0.108 -0.427 -0.502
H -6.910628 -4.472952 -12.676662 -0.430 0.139 -0.472
H -5.923490 -4.547847 -11.317487 0.788 -0.390 0.362
H -3.757428 -5.601328 -12.398970 -0.293 -0.612 0.469
H -3.734777 -5.465881 -14.087053 -0.418 -0.005 -0.352
H -5.222756 -6.179899 -13.342242 0.157 -0.277 0.044
H -8.134032 -2.919774 -11.383162 -0.800 0.258 -0.289
H -7.208985 -2.963630 -10.162755 0.256 0.140 0.739
C 0.804213 1.370108 8.008849 0.444 -1.027 -0.417
C 0.291401 0.011068 7.436248 -0.513 0.763 2.533
C 0.239420 -0.994517 8.597095 0.562 -0.587 1.127
O -0.758444 -0.631720 9.594565 0.622 -0.694 -0.146
C -0.865402 -1.618747 10.655823 -0.321 0.626 -1.355
N -1.097166 0.189058 7.084699 -0.402 0.641 -1.043
H 1.762708 1.186620 8.494361 0.396 0.156 -0.402
H 0.213181 1.746511 8.843780 -0.548 -0.009 -0.412
H 0.886067 2.073844 7.180510 0.034 0.234 0.341
H 0.922300 -0.333374 6.616841 -0.109 -0.080 0.055
H 1.155596 -1.073161 9.182359 0.542 0.049 -0.278
H 0.042926 -1.992293 8.204738 -0.327 -0.241 -0.073
H 0.096479 -2.002105 10.996274 0.228 0.494 0.240
H -1.388578 -2.496676 10.276848 -0.293 -0.067 -0.037
H -1.462697 -1.128172 11.424389 0.286 -0.242 0.128
H -1.517825 -0.686032 6.806557 -0.037 -0.214 -0.181
H -1.514802 0.406204 7.978305 -0.571 0.195 -0.089
C -7.061378 -5.593348 7.533491 0.167 -2.685 -1.799
C -6.259663 -5.599160 6.098348 -2.347 1.548 1.667
C -7.247987 -5.363836 4.950928 -1.475 -2.240 -1.137
O -7.969501 -4.156352 4.967916 1.181 0.975 1.354
C -9.059026 -3.989493 4.106511 -0.045 -0.544 0.134
N -5.497050 -4.392157 6.177250 1.166 0.729 0.415
H -6.438237 -5.751473 8.413709 0.636 0.797 -0.180
H -7.573748 -6.554496 7.575797 -0.871 0.047 -0.088
H -7.760660 -4.763108 7.632543 0.245 -0.048 -0.160
H -5.585354 -6.445251 5.965913 -0.570 -0.336 -0.105
H -8.001207 -6.151710 4.953239 -0.173 -0.516 0.280
H -6.805680 -5.504886 3.964731 0.695 0.270 -0.116
H -8.800089 -4.204971 3.069862 0.134 0.263 -0.222
H -9.412899 -2.968893 4.252242 0.117 -0.067 -0.255
H -9.870716 -4.668591 4.367441 -0.188 -0.184 0.133
H -5.533974 -4.316988 7.183764 1.105 1.349 -0.016
H -6.130244 -3.685401 5.831322 0.233 0.646 0.093
C -7.664752 6.556792 2.693429 0.027 0.186 0.027
C -7.100942 5.366844 3.440465 1.136 0.662 1.148
C -7.277862 5.394781 4.979554 -0.370 -0.939 0.305
O -6.634523 6.426182 5.666757 -0.301 2.040 0.451
C -5.230837 6.518607 5.629172 -0.241 0.370 -0.734
N -7.553823 4.140681 2.813500 0.000 -0.564 -0.298
H -8.754226 6.562231 2.660189 -0.052 -0.201 -0.092
H -7.244329 6.463940 1.692070 -0.322 0.267 -0.268
H -7.359812 7.531253 3.074948 0.156 -0.150 0.255
H -6.017015 5.444894 3.355985 0.295 0.043 -0.358
H -6.925950 4.513039 5.515092 0.140 -0.946 -0.797
H -8.328110 5.436311 5.268250 -0.170 0.355 -0.192
H -4.859206 7.454423 6.046591 -0.674 0.076 0.619
H -4.941068 6.667570 4.589008 0.615 -0.829 -0.134
H -4.763330 5.706011 6.185266 0.234 -0.305 -0.423
H -7.648340 4.319446 1.823943 -0.626 0.359 -0.244
H -6.783194 3.491218 2.746941 0.159 -0.436 0.730
C 9.412890 -0.137010 7.559879 -0.701 -0.698 -0.538
C 9.945347 -0.177199 6.149961 -0.442 0.431 0.848
C 9.256010 0.876224 5.350065 0.381 0.732 -2.323
O 9.793242 0.782261 4.000692 -0.555 0.044 0.224
C 9.062769 1.568614 3.055566 0.636 -0.656 0.522
N 11.370340 0.084605 6.198097 -0.304 -0.560 -0.691
H 8.335463 -0.247121 7.436979 -0.180 -0.375 0.705
H 9.563513 0.828420 8.042956 0.337 -0.009 -0.036
H 9.890313 -0.949045 8.108307 -0.352 0.170 0.334
H 9.764675 -1.102936 5.603640 0.017 -0.390 0.469
H 9.551874 1.864147 5.703017 -0.227 0.305 0.394
H 8.172920 0.836865 5.234062 -0.214 -0.335 0.564
H 8.723579 2.482910 3.542502 0.194 0.366 -0.343
H 8.184461 1.049127 2.672424 -0.156 -0.224 0.092
H 9.759448 1.704526 2.228354 -0.227 0.486 0.008
H 11.534280 0.095875 5.201563 1.206 0.382 -0.240
H 11.414338 1.038782 6.526304 0.586 0.333 0.012
C 2.194927 -12.307147 3.429981 -0.577 0.276 0.311
C 1.282320 -11.060740 3.726042 0.640 -0.728 -1.575
C 1.338990 -9.886983 2.687689 -0.268 0.198 1.373
O 0.516061 -8.872537 3.304149 0.504 2.209 -1.399
C 0.608554 -7.570995 2.530304 -0.512 -2.129 1.080
N -0.126533 -11.435323 3.723333 -0.252 -0.337 0.577
H 2.283563 -12.923325 4.324716 0.093 0.329 0.430
H 3.206678 -12.016405 3.147275 -0.037 -0.030 -0.186
H 1.761915 -13.048877 2.758830 -0.060 0.575 -0.656
H 1.578902 -10.767815 4.733166 0.192 0.842 -0.183
H 0.861400 -10.121310 1.736335 0.033 -0.639 -0.110
H 2.326150 -9.489197 2.452287 0.296 -0.106 0.328
H 0.507593 -7.805906 1.470722 0.407 0.067 -0.100
H 1.541047 -7.077983 2.805062 -0.007 -0.010 -0.279
H -0.250782 -6.947344 2.776704 0.107 -0.182 0.393
H -0.648350 -10.599498 3.501496 -0.211 0.112 -0.113
H -0.369124 -11.590142 4.691471 -0.352 -0.447 0.111
C -3.045382 -0.106112 -1.690351 0.481 -0.339 -0.884
C -2.411099 0.166883 -0.346673 0.811 -1.973 -0.799
C -1.660768 1.449445 -0.160578 1.197 1.677 -0.142
O -0.264424 1.407299 -0.620317 -0.699 -0.533 -0.679
C 0.566455 2.531606 -0.310344 -1.154 -0.219 1.355
N -3.398269 -0.028964 0.669355 -0.263 0.925 1.805
H -4.125071 0.040232 -1.721493 0.088 0.665 0.114
H -2.936502 -1.154907 -1.966517 0.162 -0.177 0.156
H -2.511607 0.432363 -2.473432 -0.323 0.209 -0.138
H -1.635135 -0.579767 -0.177894 0.443 -0.328 -0.432
H -1.614666 1.692407 0.901001 -0.280 0.107 0.187
H -2.170572 2.243598 -0.706030 -0.045 0.358 0.124
H 1.303769 2.799123 -1.067250 -0.333 -0.436 -0.253
H 1.066016 2.322432 0.635594 0.477 -0.183 0.002
H -0.034656 3.401535 -0.045775 -0.198 0.287 -0.486
H -3.884674 -0.914126 0.669930 0.084 -0.146 -0.662
H -2.833698 -0.065040 1.506056 -0.454 0.114 0.742
C -9.134275 3.814424 -4.513107 -0.553 0.995 0.149
C -9.590692 2.697243 -5.403997 -0.497 -1.036 -0.669
O -8.965495 2.697422 -6.678197 1.175 0.070 -0.159
H -8.073378 3.976604 -4.322585 0.188 -0.792 -0.383
H -9.593897 3.687858 -3.532887 -0.150 0.075 0.020
H -9.459357 4.773593 -4.916127 -0.217 0.062 0.014
H -10.634165 2.686424 -5.718866 -0.587 0.846 1.010
H -9.516635 1.741637 -4.884925 0.639 -0.240 0.016
H -8.892929 1.795317 -6.998443 0.006 0.021 -0.003
C 3.860618 -3.116603 -2.415245 0.620 0.217 0.128
C 4.604788 -2.296248 -3.440269 -1.341 0.443 -1.401
O 5.958742 -2.094515 -3.178730 0.597 0.157 0.730
H 4.433095 -4.044148 -2.409195 -0.300 -0.350 0.740
H 2.813882 -3.337388 -2.624274 0.135 0.098 -0.416
H 3.881455 -2.567688 -1.473782 0.191 -0.411 0.262
H 4.142159 -1.317744 -3.569143 0.122 0.169 0.149
H 4.530763 -2.767521 -4.420331 -0.243 -0.242 -0.226
H 6.310622 -2.916980 -2.830413 0.218 -0.073 0.033
C -1.787307 10.164443 -2.160433 -1.236 0.972 -0.207
C -2.252433 10.336838 -3.628436 0.149 0.474 1.640
O -3.429637 9.539183 -3.752154 0.823 -0.303 -0.715
H -2.662465 10.352917 -1.538605 -0.238 0.091 0.010
H -1.112287 10.974702 -1.884909 0.498 -0.403 -0.041
H -1.491120 9.164788 -1.842525 0.531 0.089 -0.574
H -1.388391 10.227504 -4.283857 -0.242 -1.191 -0.522
H -2.536896 11.365813 -3.848382 -0.071 0.374 0.509
H -3.626509 9.465452 -4.688849 -0.213 -0.107 -0.099
C 0.415022 4.128577 -7.227620 -0.542 -0.483 -0.237
C 1.379636 5.256738 -6.915135 -0.871 -0.089 0.497
O 2.493549 5.324466 -7.776779 0.157 -0.331 0.306
H 0.079451 4.146803 -8.264520 0.006 -0.089 0.017
H -0.456652 4.083693 -6.574729 -0.279 0.850 0.008
H 0.792777 3.137230 -6.977368 0.796 -0.038 -0.454
H 1.615637 5.085242 -5.864894 0.701 0.372 0.188
H 0.918485 6.242685 -6.973001 -0.252 -0.129 -0.073
H 3.068360 4.602850 -7.511326 0.289 -0.061 -0.248
C 10.643828 3.530640 -5.987871 -0.791 0.160 0.101
C 9.353729 3.051393 -6.725610 -0.736 0.119 1.250
O 8.050174 3.132506 -5.927819 2.210 0.457 -1.505
H 10.725301 3.018605 -5.029087 0.323 -0.407 -0.205
H 10.754563 4.578288 -5.708099 -0.908 0.288 -0.232
H 11.519313 3.406983 -6.625321 -0.010 -0.700 0.016
H 9.498620 2.015057 -7.030760 -0.011 -0.149 0.254
H 9.211157 3.575976 -7.670385 -0.365 0.367 0.355
H 8.022720 2.404861 -5.302221 0.274 -0.141 -0.029
```
Forces are in eV/Å.

Computed properties:
HOMO energy: -9.060 eV
Relative energy (zero: lowest compared OMol25 entry of this formula, charge and spin): 206.3 kcal/mol

No. 2
Molecular formula: C4H6BrNO
Method: DFT, the ωB97M-V functional and the def2-TZVPD basis

XYZ file:
```
13
Properties=species:S:1:pos:R:3:forces:R:3
N -0.184108 2.051794 -0.815404 0.238 0.856 -6.218
C -0.232378 0.731669 -0.936920 -0.672 -1.032 1.644
O -0.624877 0.112931 -1.896430 0.557 -0.352 -0.326
C 0.143271 0.011873 0.404693 -0.103 -1.046 -1.173
Br 0.775399 1.088781 1.903972 -0.141 -0.415 -0.411
C 0.791611 -1.354450 0.199578 1.249 -0.816 0.329
C -0.594616 -1.278234 0.777082 -0.548 0.366 0.559
H -0.196762 2.370471 0.063161 0.324 2.196 3.503
H -0.195065 2.665116 -1.708555 -0.314 -1.481 2.551
H 1.706181 -1.671558 0.781579 -1.407 0.697 -0.118
H 0.947155 -1.743290 -0.832767 -0.723 0.721 0.702
H -1.471584 -1.608524 0.212203 0.580 0.380 -0.433
H -0.864228 -1.376580 1.847807 0.961 -0.074 -0.611
```
Forces are in eV/Å.

Computed properties:
HOMO energy: -9.914 eV
Relative energy (zero: lowest compared OMol25 entry of this formula, charge and spin): 7.9 kcal/mol
SMILES: NC(=O)C1(Br)CC1

No. 3
Molecular formula: C6H17N2O
Method: DFT, the ωB97M-V functional and the def2-TZVPD basis

XYZ file:
```
26
Properties=species:S:1:pos:R:3:forces:R:3
C 2.613373 -0.446199 -0.405122 -1.378 -2.843 2.498
C 1.375316 1.319320 1.163301 1.643 -1.213 -0.938
C -0.237509 -1.552222 -1.171626 1.981 2.149 -1.913
C -3.003834 0.307551 -0.106395 -0.295 2.729 2.891
C 1.310354 0.314577 -0.038781 -0.870 -0.227 -1.179
C 0.235977 -0.829734 -0.001421 0.223 2.917 3.296
N -0.176115 -1.141026 1.226054 -0.093 -0.689 -1.565
N -1.601092 0.917807 -0.213896 -1.465 -1.215 -1.036
O 0.907711 1.102623 -1.131820 -2.203 -1.870 -0.512
H 2.472396 -1.304454 -1.174925 0.262 1.920 1.041
H 2.899224 -0.990064 0.602338 0.130 1.129 -2.014
H 3.265898 0.331417 -0.681325 1.439 0.376 -0.475
H 0.616033 2.124248 0.978173 1.149 -0.650 0.363
H 2.506661 1.615872 1.162724 -2.309 0.137 0.324
H 1.179390 0.764045 2.075336 0.244 0.502 0.484
H -1.229465 -1.615834 -0.924296 -2.719 -1.005 -0.124
H 0.287076 -2.488845 -1.201516 -0.007 -0.645 -0.432
H -0.136822 -0.891200 -2.139446 0.096 -1.513 2.010
H -3.835653 1.101884 -0.359179 1.531 -1.801 0.463
H -3.212082 -0.641422 -0.551641 0.384 -0.344 -1.108
H -3.093401 0.045293 1.035768 -0.155 0.718 -1.994
H -0.027976 -0.553550 2.028523 0.453 0.164 -0.124
H -0.935574 -1.795446 1.369599 0.199 -0.261 -0.239
H -1.455406 1.559998 -1.003607 -0.370 -0.567 0.455
H -1.446895 1.432290 0.629686 -0.006 0.446 0.304
H 1.505288 1.748495 -1.393465 2.137 1.654 -0.476
```
Forces are in eV/Å.

Computed properties:
HOMO energy: -13.357 eV
Charge: +1
Relative energy (zero: lowest compared OMol25 entry of this formula, charge and spin): 68.7 kcal/mol